{"formula": "C35H28N7STi", "method": "the ωB97M-V functional and the def2-TZVPD basis", "e_tot_ha": -2981.38042, "fmax_ev_per_a": 0.70, "total_charge": 1, "multiplicity": 3, "species": ["Ti", "C", "C", "N", "C", "C", "N", "C", "C", "C", "C", "C", "N", "C", "C", "N", "C", "C", "N", "C", "C", "C", "N", "C", "C", "H", "H", "H", "H", "H", "H", "H", "H", "H", "H", "H", "H", "C", "C", "C", "C", "C", "C", "C", "C", "S", "C", "N", "C", "C", "C", "C", "C", "C", "C", "C", "H", "H", "H", "H", "H", "H", "H", "H", "H", "H", "H", "H", "H", "H", "H", "H"], "positions_angstrom": [[-0.06302, -0.65227, -0.09891], [-0.22277, -2.76317, 3.79018], [-0.61545, -2.00386, 2.70830], [0.29046, -1.45230, 1.88731], [1.58354, -1.66469, 2.16709], [1.95427, -2.44885, 3.26142], [1.06396, -2.99482, 4.06792], [2.53779, -1.01222, 1.26129], [3.89641, -0.95568, 1.41131], [4.68016, -0.23911, 0.48645], [4.03856, 0.41831, -0.55467], [2.66315, 0.34613, -0.68668], [1.91733, -0.37555, 0.21248], [1.85183, 0.94495, -1.72884], [2.32430, 1.89815, -2.64109], [1.55964, 2.42575, -3.56993], [0.27806, 2.00457, -3.60041], [-0.22797, 1.11374, -2.69139], [0.55447, 0.57853, -1.72449], [6.15290, -0.19203, 0.62825], [6.76744, -0.12982, 1.87335], [8.15195, -0.09586, 1.93853], [8.94681, -0.12580, 0.87180], [8.35241, -0.18801, -0.31735], [6.97764, -0.21993, -0.49174], [-0.96972, -3.19532, 4.44336], [-1.66062, -1.83668, 2.48334], [3.00176, -2.62987, 3.46608], [4.38517, -1.46979, 2.22761], [4.62724, 0.99475, -1.25584], [3.35439, 2.23004, -2.59065], [-0.36251, 2.41586, -4.36921], [-1.26657, 0.80932, -2.70503], [6.19058, -0.07735, 2.78791], [8.64074, -0.03896, 2.90466], [9.00349, -0.21918, -1.18373], [6.56882, -0.29784, -1.49096], [-3.30129, 4.21223, 0.15065], [-4.67224, 3.55980, -0.01482], [-5.49969, 3.86162, 1.24191], [-5.35714, 4.16946, -1.24525], [-4.57952, 2.04516, -0.19808], [-5.76479, 1.30045, -0.38784], [-5.76111, -0.06441, -0.56183], [-4.52959, -0.72011, -0.54493], [-4.17169, -2.40419, -0.74267], [-2.50426, -2.08448, -0.56866], [-2.20911, -0.80914, -0.36773], [-3.35419, -0.00914, -0.35771], [-3.37019, 1.37512, -0.18462], [-1.44258, -3.10895, -0.69475], [-1.79182, -4.45710, -0.73660], [-0.79447, -5.40129, -0.90567], [0.52732, -4.97706, -1.02008], [0.85411, -3.62970, -0.94450], [-0.11936, -2.64215, -0.77793], [-3.43522, 5.28692, 0.27818], [-2.65802, 4.06448, -0.72034], [-2.77574, 3.84386, 1.03498], [-5.59620, 4.94130, 1.37145], [-5.01860, 3.45738, 2.13479], [-6.50597, 3.44531, 1.18627], [-5.38447, 5.25675, -1.15606], [-6.38499, 3.82264, -1.35600], [-4.81879, 3.91686, -2.16095], [-6.71376, 1.81968, -0.39743], [-6.68847, -0.60239, -0.70446], [-2.44882, 1.92472, -0.04675], [-2.82296, -4.78086, -0.64896], [-1.04116, -6.45306, -0.95218], [1.30870, -5.71359, -1.16163], [1.89948, -3.34726, -1.01754]], "forces_ev_per_a": [[-0.153, -0.219, -0.280], [-0.108, 0.010, -0.019], [0.092, -0.026, -0.020], [-0.122, 0.045, 0.156], [0.615, 0.141, -0.084], [-0.166, 0.033, -0.019], [0.021, 0.023, -0.030], [-0.288, 0.272, -0.189], [0.117, -0.054, 0.055], [0.107, -0.045, 0.135], [0.064, 0.108, -0.115], [-0.189, -0.228, 0.248], [0.100, -0.043, -0.021], [0.540, 0.012, 0.345], [-0.098, -0.095, -0.227], [-0.095, -0.093, 0.091], [-0.024, 0.073, -0.107], [0.091, -0.117, 0.133], [-0.129, 0.441, -0.016], [-0.097, -0.016, -0.105], [0.004, 0.008, 0.033], [0.036, -0.005, 0.030], [-0.117, -0.004, -0.010], [0.023, 0.018, -0.010], [0.033, -0.004, -0.001], [0.073, -0.035, 0.043], [-0.010, 0.010, -0.005], [-0.028, -0.056, 0.076], [-0.029, 0.001, 0.000], [-0.041, -0.005, -0.015], [-0.013, 0.019, -0.044], [0.047, 0.027, -0.011], [-0.015, 0.027, -0.014], [-0.016, -0.004, -0.014], [0.037, 0.005, -0.028], [0.033, 0.000, 0.035], [-0.014, -0.003, 0.009], [0.071, 0.042, 0.021], [-0.035, -0.109, -0.011], [-0.032, 0.054, 0.063], [-0.029, 0.038, -0.049], [-0.028, 0.022, 0.009], [0.083, 0.063, 0.021], [0.048, 0.001, 0.029], [-0.216, 0.031, -0.005], [-0.232, -0.139, -0.040], [0.436, 0.096, -0.049], [-0.226, -0.246, -0.014], [0.420, 0.008, 0.056], [-0.164, 0.103, -0.006], [-0.624, 0.307, 0.070], [0.199, -0.209, -0.126], [0.054, 0.142, 0.013], [-0.063, -0.138, -0.015], [0.083, 0.186, 0.007], [-0.145, -0.341, 0.067], [0.022, -0.006, -0.003], [-0.050, -0.015, -0.025], [-0.028, -0.004, 0.002], [0.002, -0.011, -0.007], [0.008, -0.010, -0.018], [0.013, -0.009, -0.040], [-0.005, -0.009, 0.009], [0.009, -0.011, 0.015], [0.019, 0.012, 0.017], [0.000, -0.020, -0.006], [0.025, -0.031, -0.009], [0.080, -0.098, 0.007], [-0.009, 0.058, 0.000], [0.020, -0.001, 0.006], [0.010, 0.021, 0.003], [0.006, 0.003, 0.005]], "lowdin_charge": [1.0757, -0.0873, -0.0709, 0.0176, -0.1794, -0.0389, 0.1131, -0.1886, 0.0624, -0.1297, 0.0619, -0.1851, -0.0097, -0.1896, -0.0506, 0.1043, -0.0991, -0.0849, -0.0022, -0.1806, -0.0159, -0.1282, 0.0724, -0.1274, -0.0152, 0.1178, 0.1195, 0.1228, 0.1195, 0.1221, 0.1226, 0.1145, 0.1139, 0.1133, 0.1112, 0.1113, 0.1137, -0.0665, -0.5607, -0.0386, -0.0396, -0.1534, -0.0139, -0.0502, -0.4444, 1.1878, -0.5271, -0.0232, -0.2866, 0.0395, -0.2734, -0.0503, -0.0603, -0.0639, -0.0970, -0.1572, 0.0918, 0.0864, 0.0872, 0.0917, 0.0929, 0.0812, 0.0909, 0.0808, 0.0932, 0.1165, 0.1190, 0.1035, 0.0976, 0.1115, 0.1100, 0.0983]}

***

{"formula": "C5H7Br2NO2S", "method": "the ωB97M-V functional and the def2-TZVPD basis", "e_tot_ha": -5946.11210, "fmax_ev_per_a": 4.01, "multiplicity": 1, "species": ["C", "C", "C", "C", "C", "N", "O", "O", "S", "Br", "Br", "H", "H", "H", "H", "H", "H", "H"], "positions_angstrom": [[0.05538, -0.12952, -1.72909], [-0.74330, 0.40480, -2.79586], [-1.27407, -0.37110, -3.70205], [0.63421, 0.42801, 1.63292], [0.08562, -0.69409, 0.73774], [-0.56671, -0.18773, -0.44706], [1.19507, -0.40393, -1.77145], [-2.43739, 0.45446, 1.01600], [-2.15240, 0.48621, -0.39653], [-3.32308, -1.31683, -1.15840], [-2.16177, 0.35178, -5.18253], [-0.56309, 1.46720, -3.15755], [-1.32962, -1.48146, -3.42174], [1.07276, -0.08963, 2.48044], [1.43819, 1.09208, 1.29263], [-0.11808, 1.07328, 2.02829], [0.73870, -1.44640, 0.47729], [-0.59249, -1.31264, 1.35025]], "forces_ev_per_a": [[-1.183, 0.441, 3.806], [0.691, 2.834, -2.536], [-1.001, -2.451, 0.782], [1.100, -0.779, 0.336], [-1.617, 1.559, 1.415], [-1.710, 0.790, -1.935], [3.032, -0.946, -1.090], [-0.433, 0.714, 0.493], [1.232, -1.417, 0.611], [-0.369, -0.229, -0.170], [0.110, -0.432, -0.085], [-0.321, -1.087, 1.196], [-0.244, 1.596, -1.255], [0.075, -0.004, 0.393], [-0.189, -0.476, -0.740], [-0.847, 0.202, 0.096], [2.167, -1.029, -1.047], [-0.492, 0.715, -0.270]], "lowdin_charge": [-0.5519, -0.2583, -0.6404, -0.0643, -0.2289, -0.2726, 0.1539, -0.5126, 0.6626, 0.3075, 0.7325, 0.1451, 0.0964, 0.0735, 0.0820, 0.0525, 0.0948, 0.1283]}

***

{"formula": "C10H20CuN2PS", "method": "the ωB97M-V functional and the def2-TZVPD basis", "fmax_ev_per_a": 3.09, "e_above_lowest_ev": 1.0514, "total_charge": -1, "multiplicity": 2, "species": ["C", "C", "C", "C", "C", "Cu", "P", "H", "H", "H", "H", "H", "H", "H", "H", "C", "C", "N", "C", "S", "N", "C", "C", "H", "H", "H", "H", "H", "H", "H", "H", "H", "H", "H", "H"], "positions_angstrom": [[-0.89164, 2.10364, -3.93596], [-1.51089, 3.07328, -3.02046], [-2.47537, 2.39430, -2.27434], [-2.47212, 0.99129, -2.71338], [-1.58742, 0.85810, -3.82975], [-0.36588, 1.25338, -1.89096], [1.86206, 1.66106, -1.75394], [-0.13782, 2.34706, -4.68801], [-1.23065, 4.12353, -2.92704], [-3.09995, 2.80786, -1.48110], [-1.41980, -0.03767, -4.42816], [-3.15766, 0.22135, -2.35190], [2.39007, 1.93334, -0.46908], [2.38503, 2.75502, -2.48792], [2.73305, 0.62785, -2.17939], [-0.60756, -1.15547, 4.29404], [-0.76047, -1.85392, 2.94862], [-1.20798, -0.91812, 1.93455], [-0.58987, -0.68439, 0.66035], [-1.59430, -0.28660, -0.56025], [0.79278, -0.92319, 0.36250], [1.87809, -0.93585, 1.32544], [2.63646, -2.25775, 1.25661], [0.16152, -0.35884, 4.23648], [-0.30532, -1.89637, 5.06385], [-1.57580, -0.70309, 4.59803], [0.16746, -2.37386, 2.66691], [-1.53106, -2.64804, 3.05340], [-2.15774, -0.54065, 2.07549], [1.06600, -0.96671, -0.63043], [2.58120, -0.11281, 1.07673], [1.52854, -0.73563, 2.35253], [3.04986, -2.40666, 0.23653], [3.47619, -2.24383, 1.98333], [1.97099, -3.11160, 1.49667]], "forces_ev_per_a": [[-0.846, 1.309, -0.308], [1.363, -0.869, -1.176], [-0.431, -2.078, -0.355], [-1.801, 1.902, -1.642], [-0.005, 0.730, 1.396], [0.445, -0.265, 0.361], [-1.005, -0.121, 0.141], [-0.243, -0.041, 0.237], [-0.045, -0.345, -0.041], [0.296, -0.236, -0.227], [0.018, 0.271, 0.311], [0.366, 0.397, -0.197], [0.360, -0.008, -0.259], [0.255, -0.224, 0.188], [0.204, 0.307, 0.147], [0.179, -0.103, 0.494], [-0.835, -0.137, -0.235], [1.257, -0.097, 0.282], [0.997, -0.482, 1.651], [-0.764, 0.368, -1.415], [-0.343, -0.380, 1.098], [-0.010, 0.340, -0.611], [0.415, -0.256, 0.266], [-0.451, -0.349, 0.061], [-0.156, 0.421, -0.189], [0.615, -0.190, -0.139], [-0.347, 0.366, -0.118], [0.330, -0.005, 0.142], [1.162, -0.304, -0.612], [-0.745, -0.003, 1.016], [0.019, -0.170, 0.276], [-0.092, -0.071, -0.572], [-0.241, 0.015, 0.595], [-0.262, -0.129, -0.377], [0.340, 0.439, -0.190]], "lowdin_charge": [-0.2580, -0.2115, -0.2089, -0.3679, -0.2010, -0.1144, 0.7409, 0.0669, 0.0713, 0.0826, 0.0845, 0.0348, -0.1308, -0.1245, -0.1245, -0.1311, -0.3172, -0.0840, -0.8675, 0.6638, -0.0808, -0.3161, -0.1289, 0.0638, 0.0619, 0.0673, 0.0869, 0.0989, 0.1001, 0.0743, 0.0812, 0.0938, 0.0674, 0.0627, 0.0640]}

***

{"formula": "C16H22BrGaI2NO3PmS2", "method": "the ωB97M-V functional and the def2-TZVPD basis", "e_tot_ha": -7400.69616, "fmax_ev_per_a": 7.88, "total_charge": 4, "multiplicity": 5, "species": ["I", "I", "Pm", "Ga", "S", "S", "C", "C", "C", "C", "C", "C", "C", "C", "C", "C", "C", "O", "O", "O", "H", "H", "H", "H", "H", "H", "H", "H", "H", "H", "H", "H", "H", "H", "H", "H", "H", "H", "Br", "C", "C", "C", "C", "N", "C", "H", "H", "H", "H"], "positions_angstrom": [[-0.24992, -4.21180, -0.43355], [-0.20272, -3.12092, -3.22011], [0.39901, 0.06204, -2.66249], [0.38074, -0.03190, 0.69196], [1.78358, -1.44647, -0.93997], [-1.16848, -0.84763, -0.66221], [2.13499, 0.06984, 1.94995], [3.69066, -0.89993, -1.00508], [-2.93500, 0.19921, -0.66208], [4.15508, -1.17541, -2.42601], [3.99559, 0.54742, -0.64303], [4.27843, -1.85707, 0.02421], [-3.54685, 0.05880, -2.04477], [-2.76100, 1.66556, -0.32480], [-3.70510, -0.57117, 0.39515], [2.31074, 1.73312, -3.48967], [-1.01621, 2.25455, -3.31988], [2.86519, 0.14191, 2.86515], [3.13352, 2.27083, -4.08711], [-1.70648, 3.05359, -3.84121], [3.75719, -0.45402, -3.14385], [3.81383, -2.16662, -2.73946], [5.24551, -1.14056, -2.50745], [3.61940, 1.27393, -1.36903], [5.08501, 0.67724, -0.62194], [3.60220, 0.81514, 0.34032], [3.89796, -1.61734, 1.01420], [5.35969, -1.85229, 0.06356], [3.96109, -2.87313, -0.21687], [-4.57645, 0.42630, -2.02804], [-3.56054, -0.98742, -2.36099], [-3.02733, 0.63447, -2.81322], [-3.75229, 2.11287, -0.21693], [-2.23532, 2.22647, -1.10017], [-2.22259, 1.80992, 0.61290], [-4.72841, -0.24188, 0.51464], [-3.20767, -0.49364, 1.36196], [-3.72964, -1.63086, 0.12528], [-2.94543, -2.01926, 4.91062], [-2.16736, -0.54196, 4.02354], [-2.43716, 0.79759, 4.41155], [-1.84831, 1.83898, 3.73017], [-0.99706, 1.59414, 2.66900], [-0.73417, 0.27908, 2.35554], [-1.30616, -0.76830, 2.96122], [-3.10817, 0.94254, 5.25724], [-2.01368, 2.90296, 3.99797], [-0.51099, 2.32670, 2.05344], [-1.06892, -1.76564, 2.55034]], "forces_ev_per_a": [[-0.090, 0.137, -1.958], [-0.177, -0.724, 1.321], [-0.104, -2.038, -0.581], [-0.095, -1.671, 0.443], [0.774, 2.476, 0.901], [-1.501, 1.910, -0.488], [4.460, 0.921, 6.196], [0.696, 0.001, 0.023], [-0.812, 0.142, 0.079], [-0.524, -0.715, -0.105], [-0.554, 0.043, 0.111], [-0.585, -0.436, -0.224], [0.496, -0.825, -0.147], [0.759, -0.099, 0.286], [0.638, -0.673, 0.054], [3.771, 2.505, -2.836], [-4.557, 5.382, -3.505], [-4.170, -0.547, -5.424], [-3.331, -2.055, 2.499], [4.286, -4.820, 3.254], [-0.002, 0.144, -0.018], [0.290, 0.005, -0.092], [-0.089, 0.012, 0.145], [-0.030, -0.078, 0.025], [-0.170, -0.104, 0.099], [0.262, 0.136, -0.055], [0.097, -0.058, 0.177], [0.306, 0.260, -0.154], [0.173, -0.072, 0.125], [0.039, -0.026, 0.126], [-0.226, 0.062, -0.034], [0.079, 0.123, 0.000], [-0.014, -0.075, -0.013], [-0.083, -0.024, -0.038], [-0.254, 0.047, -0.033], [-0.258, 0.348, -0.196], [-0.145, 0.076, 0.020], [-0.169, 0.055, 0.074], [0.263, 0.631, -0.339], [-0.375, 0.022, 0.480], [-0.081, -1.563, 0.214], [0.328, 1.876, -0.343], [-0.220, -2.268, 0.803], [0.979, 1.409, -1.465], [-0.001, -0.166, 0.131], [0.141, 0.222, -0.178], [-0.103, -0.896, -0.022], [0.111, 0.482, 0.133], [-0.226, 0.507, 0.528]], "lowdin_charge": [0.4536, 0.3989, 1.0894, 0.2677, 0.3581, 0.4057, 0.0736, -0.7614, -0.6758, -0.0785, -0.0647, -0.0836, -0.0668, -0.0584, -0.0707, -0.0156, 0.0084, 0.2616, 0.2074, 0.1828, 0.0523, 0.0983, 0.1311, 0.0543, 0.1368, 0.0479, 0.0655, 0.1222, 0.0967, 0.1342, 0.1019, 0.0553, 0.1359, 0.0555, 0.0515, 0.1236, 0.0617, 0.1040, 0.9210, -0.6177, 0.0036, 0.0141, -0.0871, -0.0874, -0.1715, 0.1458, 0.1615, 0.1236, 0.1334]}